## one
This record from the OMol25 dataset describes a cluster of 2 separate species, CH5OS2 in total. The level of theory is ωB97M-V/def2-TZVPD.

```
9
CH5OS2 | the OMol25 dataset | ωB97M-V/def2-TZVPD
O -1.730 0.022 -0.413
H -1.047 0.470 -0.974
C 0.405 -1.071 0.800
S -1.157 -1.423 -0.080
S 0.570 2.093 -1.661
H 0.953 -0.437 0.104
H 0.975 -1.979 1.008
H 0.279 -0.437 1.696
H 0.753 2.762 -0.481
```

Summary:
E_HOMO in eV: -3.1
Lowest unoccupied orbital energy in eV: 3.5
Net charge: -1
Gap between HOMO and LUMO in eV: 6.61
Multiplicity: 1

natural (NBO) population analysis, charges in e, atoms 1 to 2: atom 1 (O): -0.9015, atom 2 (H): 0.5224

## two
This record from the OMol25 dataset describes the ion CH5OS2 with charge -1. The level of theory is ωB97M-V/def2-TZVPD.

```
9
CH5OS2 | the OMol25 dataset | ωB97M-V/def2-TZVPD
O -1.237 -1.336 1.159
H -2.198 -1.270 1.038
C 0.518 -0.438 -0.841
S -0.601 0.268 0.464
S 0.233 2.391 0.109
H 1.100 0.418 -1.236
H -0.050 -1.005 -1.569
H 1.126 -1.160 -0.253
H 1.109 2.133 1.129
```

Summary:
E_HOMO in eV: -2.7
Lowest unoccupied orbital energy in eV: 3.9
Net charge: -1
Gap between HOMO and LUMO in eV: 6.64
Multiplicity: 1

natural (NBO) population analysis, charges in e, atoms 1 to 2: atom 1 (O): -1.0285, atom 2 (H): 0.4372

Q: What are the energies relative to the best structure? A: one 0.000; two 0.832, in eV.

## one
This record from the OMol25 dataset describes the molecule C3H6OS2. The level of theory is ωB97M-V/def2-TZVPD.

```
12
C3H6OS2 | the OMol25 dataset | ωB97M-V/def2-TZVPD
S 1.249 1.736 0.117
C 0.339 0.162 -0.005
S 1.426 -1.332 0.116
C -0.629 -0.073 -1.277
O -1.720 -0.241 -0.382
C -0.981 0.065 0.813
H 2.474 1.466 -0.056
H 1.325 -1.597 1.533
H -0.707 0.800 -1.913
H -0.401 -1.056 -1.777
H -0.969 -0.825 1.444
H -1.407 0.895 1.387
```

Summary:
E_HOMO in eV: -9.4
Lowest unoccupied orbital energy in eV: 0.6
Gap between HOMO and LUMO in eV: 9.99
Multiplicity: 1

natural (NBO) population analysis, charges in e, atoms 1 to 2: atom 1 (S): -0.0040, atom 2 (C): -0.3186

## two
This record from the OMol25 dataset describes a cluster of 2 separate species, C3H6OS2 in total. The level of theory is ωB97M-V/def2-TZVPD.

```
12
C3H6OS2 | the OMol25 dataset | ωB97M-V/def2-TZVPD
C 0.720 0.709 0.459
C -0.009 1.806 -0.220
O 0.450 2.853 -0.589
C 0.369 -0.656 -0.139
S 0.867 -1.995 0.958
S -2.264 -1.785 -0.791
H 0.512 0.639 1.532
H 1.790 0.922 0.400
H -1.048 1.587 -0.534
H 0.965 -1.077 -0.951
H -0.764 -0.681 -0.352
H -1.587 -2.321 0.227
```

Summary:
E_HOMO in eV: -9.3
Lowest unoccupied orbital energy in eV: -4.0
Gap between HOMO and LUMO in eV: 5.25
Multiplicity: 1

natural (NBO) population analysis, charges in e, atoms 1 to 2: atom 1 (C): -0.5443, atom 2 (C): 0.4355

## three
This record from the OMol25 dataset describes the molecule C3H6OS2. The level of theory is ωB97M-V/def2-TZVPD.

```
12
C3H6OS2 | the OMol25 dataset | ωB97M-V/def2-TZVPD
C -1.950 -1.003 -0.005
S -0.175 -1.124 -0.156
C 0.120 0.613 -0.161
S -0.976 1.796 -0.049
C 1.644 0.814 -0.156
O 2.362 -0.342 -0.029
H -2.231 -0.263 0.744
H -2.424 -1.964 0.324
H -2.407 -0.691 -0.995
H 1.861 1.541 0.692
H 1.948 1.266 -1.027
H 2.227 -0.643 0.817
```

Summary:
E_HOMO in eV: -8.7
Lowest unoccupied orbital energy in eV: -0.1
Gap between HOMO and LUMO in eV: 8.69
Multiplicity: 1

natural (NBO) population analysis, charges in e, atoms 1 to 2: atom 1 (C): -0.7897, atom 2 (S): 0.3448

Q: What are the energies relative to the best structure? A: one 1.109; two 3.945; three 0.000, in eV.

## one
This record from the OMol25 dataset describes the ion C5H8N with charge +1. The level of theory is ωB97M-V/def2-TZVPD.

```
14
C5H8N | the OMol25 dataset | ωB97M-V/def2-TZVPD
C -0.532 -0.161 -0.727
C 1.438 -1.067 -0.706
C 0.526 -0.417 0.222
C -1.977 0.440 -0.971
C 1.005 0.446 1.267
N 0.424 -0.419 -1.563
H 2.443 -0.826 -0.653
H 1.402 -2.101 -0.905
H -2.035 0.588 -2.022
H -2.367 1.195 -0.392
H -2.662 -0.268 -0.627
H 1.925 1.033 1.037
H 1.398 -0.286 1.993
H 0.175 1.073 1.570
```

Summary:
E_HOMO (alpha / beta) in eV: -13.1 / -16.9
Lowest unoccupied orbital energy (alpha / beta) in eV: -4.2 / -8.4
Net charge: +1
Gap between HOMO and LUMO (alpha / beta) in eV: 8.90 / 8.49
Multiplicity: 3

natural (NBO) population analysis, charges in e, atoms 1 to 2: atom 1 (C): 0.2775, atom 2 (C): -0.2578

## two
This record from the OMol25 dataset describes a cluster of 2 separate species, C5H8N in total. The level of theory is ωB97M-V/def2-TZVPD.

```
14
C5H8N | the OMol25 dataset | ωB97M-V/def2-TZVPD
C -1.918 -0.294 -0.676
C 1.065 1.833 -0.156
C 0.259 0.780 -0.036
C -2.232 0.221 0.660
C 1.432 -1.282 -0.208
N -0.987 0.468 -0.257
H -2.037 -0.768 -1.642
H 0.937 2.851 -0.281
H 2.165 1.544 -0.011
H -2.825 1.086 0.807
H -2.082 -0.494 1.516
H 1.502 -2.050 0.608
H 2.305 -0.587 -0.266
H 0.777 -1.482 -1.125
```

Summary:
E_HOMO (alpha / beta) in eV: -12.2 / -15.0
Lowest unoccupied orbital energy (alpha / beta) in eV: -4.5 / -7.2
Net charge: +1
Gap between HOMO and LUMO (alpha / beta) in eV: 7.71 / 7.89
Multiplicity: 3

natural (NBO) population analysis, charges in e, atoms 1 to 2: atom 1 (C): 0.1293, atom 2 (C): -0.4057

## three
This record from the OMol25 dataset describes a cluster of 2 separate species, C5H8N in total. The level of theory is ωB97M-V/def2-TZVPD.

```
14
C5H8N | the OMol25 dataset | ωB97M-V/def2-TZVPD
C -0.923 -1.351 0.244
C 0.001 -0.474 0.176
C 3.074 -0.195 -0.204
C 2.244 0.579 0.294
C -2.229 0.702 0.123
N -1.341 -0.281 -0.494
H -1.284 -2.339 0.518
H 4.037 0.358 -0.450
H 2.732 -1.060 -0.734
H 2.036 1.418 0.926
H -1.674 1.638 0.248
H -3.190 0.949 -0.317
H -2.328 0.316 1.108
H -1.155 -0.260 -1.439
```

Summary:
E_HOMO (alpha / beta) in eV: -11.8 / -14.5
Lowest unoccupied orbital energy (alpha / beta) in eV: -3.6 / -8.7
Net charge: +1
Gap between HOMO and LUMO (alpha / beta) in eV: 8.15 / 5.83
Multiplicity: 3

natural (NBO) population analysis, charges in e, atoms 1 to 2: atom 1 (C): -0.1580, atom 2 (C): 0.3385

## four
This record from the OMol25 dataset describes the ion C5H8N with charge +1. The level of theory is ωB97M-V/def2-TZVPD.

```
14
C5H8N | the OMol25 dataset | ωB97M-V/def2-TZVPD
C 0.940 2.012 1.045
C 1.793 1.026 1.544
C -0.253 -0.586 0.617
C 0.540 0.584 1.093
C -0.856 -0.714 -1.830
N -1.174 -0.466 -0.450
H 0.910 2.982 0.587
H 2.501 0.680 2.258
H 0.597 -1.130 0.315
H -0.780 -1.000 1.516
H 0.226 -0.688 -1.896
H -1.102 -1.761 -2.121
H -1.247 -0.014 -2.480
H -2.094 -0.924 -0.197
```

Summary:
E_HOMO (alpha / beta) in eV: -9.9 / -15.2
Lowest unoccupied orbital energy (alpha / beta) in eV: -3.4 / -8.1
Net charge: +1
Gap between HOMO and LUMO (alpha / beta) in eV: 6.57 / 7.09
Multiplicity: 3

Mulliken population analysis, charges in e, atoms 1 to 2: atom 1 (C): -0.5283, atom 2 (C): -0.3404

Q: What are the energies relative to the best structure? A: one 0.000; two 2.136; three 4.312; four 0.916, in eV.

## one
This record from the OMol25 dataset describes the ion C5H8N with charge +1. The level of theory is ωB97M-V/def2-TZVPD.

```
14
C5H8N | the OMol25 dataset | ωB97M-V/def2-TZVPD
C -0.478 0.542 -1.253
C 0.043 -0.566 -0.768
C 0.475 1.639 -0.872
C 0.666 0.463 0.048
C -0.094 -1.967 -0.632
N -0.251 0.589 1.501
H 1.384 1.841 -1.582
H -0.018 2.552 -0.643
H 0.823 -2.331 -0.004
H -0.338 -2.547 -1.528
H -0.926 -2.193 0.011
H 0.325 0.771 2.386
H -0.784 -0.303 1.742
H -0.826 1.512 1.594
```

Summary:
E_HOMO (alpha / beta) in eV: -11.1 / -14.9
Lowest unoccupied orbital energy (alpha / beta) in eV: -3.7 / -6.9
Net charge: +1
Gap between HOMO and LUMO (alpha / beta) in eV: 7.35 / 7.95
Multiplicity: 3

natural (NBO) population analysis, charges in e, atoms 1 to 2: atom 1 (C): 0.3120, atom 2 (C): -0.1687

## two
This record from the OMol25 dataset describes a structure of composition C5H8N. The level of theory is ωB97M-V/def2-TZVPD.

```
14
C5H8N | the OMol25 dataset | ωB97M-V/def2-TZVPD
C 1.676 0.633 -0.415
C -0.031 1.426 -0.081
C 2.509 -0.533 -0.044
C -0.404 -0.041 0.285
C -1.572 -0.632 -0.478
N 1.007 -0.389 -0.094
H 0.139 2.205 0.706
H -0.237 1.888 -1.034
H 2.798 -1.204 -0.890
H 3.025 -0.668 0.921
H -0.428 -0.127 1.343
H -2.459 0.100 -0.176
H -1.905 -1.671 -0.214
H -1.559 -0.523 -1.618
```

Summary:
E_HOMO (alpha / beta) in eV: -12.3 / -16.8
Lowest unoccupied orbital energy (alpha / beta) in eV: -4.9 / -8.9
Net charge: +1
Gap between HOMO and LUMO (alpha / beta) in eV: 7.34 / 7.82
Multiplicity: 3

natural (NBO) population analysis, charges in e, atoms 1 to 2: atom 1 (C): 0.4631, atom 2 (C): -0.3034

Q: What are the energies relative to the best structure? A: one 0.000; two 1.797, in eV.